ORCA calculation (ωB97M-V with the def2-TZVPD basis set) on a gas-phase ion, C8H18NO3 (charge +1) at a distorted geometry.

```
30
Properties=species:S:1:pos:R:3
C -0.666 0.455 1.223
C 0.664 1.162 0.959
C -0.580 -1.284 -0.442
C 1.526 -0.447 -0.814
C -1.377 -0.182 0.042
C -2.663 -0.757 0.681
C 3.008 1.031 0.478
C -1.850 0.700 -1.140
N 1.739 0.215 0.502
O -0.236 -2.196 0.515
O 2.276 -1.607 -0.918
O -0.787 1.352 -1.875
H -0.333 -0.192 2.038
H -1.403 1.251 1.631
H 0.785 1.852 0.141
H 0.878 1.650 1.874
H -0.671 -1.835 -1.449
H 1.481 0.391 -1.456
H -3.475 -1.151 -0.116
H -3.280 -0.104 1.217
H -2.543 -1.678 1.355
H 3.781 0.276 0.567
H 3.181 1.579 -0.473
H 2.908 1.723 1.180
H -2.589 1.545 -0.877
H -2.450 0.152 -1.895
H 1.690 -0.669 1.017
H 0.377 -2.929 0.246
H 1.861 -2.193 -1.606
H -1.250 1.887 -2.605
```

Output
Charge ... +1
Multiplicity ... 3
E_tot ... -595.6039 Ha
Orbital gap (spin up / spin down) ... 0.244 / 0.325 Eh
Energy above the lowest of the compared OMol25 structures with the same formula, charge and spin ... 1.263 eV